{"formula": "C6H12O", "method": "ωB97M-V/def2-TZVPD", "symbols": ["O", "C", "C", "C", "C", "C", "C", "H", "H", "H", "H", "H", "H", "H", "H", "H", "H", "H", "H"], "xyz": [[0.191902, -1.491955, 1.146298], [1.009465, 2.617817, 1.009808], [1.202132, 0.363856, 0.013866], [-0.897135, -0.693988, -0.890270], [-1.858811, -1.874344, -0.825136], [0.412403, -0.951487, -0.134381], [0.661149, 1.191757, 1.103078], [0.120018, 2.998967, 0.471291], [1.889677, 2.891691, 0.406628], [1.007200, -1.690376, -0.687586], [-1.405073, -2.780569, -1.242744], [-0.659220, -0.445002, -1.934485], [1.011553, 3.134613, 1.974506], [1.403558, 0.874018, -0.944440], [-0.004261, -0.712158, 1.702795], [-2.118694, -2.086731, 0.215312], [2.194138, 0.126057, 0.452927], [-2.779305, -1.667314, -1.380867], [-1.380695, 0.195147, -0.456599]], "atomic_forces_ev_per_a": [[-0.089, 0.128, 0.159], [0.084, -0.051, 0.106], [-0.169, 0.063, 0.091], [-0.016, 0.074, 0.006], [-0.023, -0.076, -0.002], [0.096, 0.014, -0.283], [0.227, 0.190, -0.295], [0.030, -0.048, 0.039], [-0.116, -0.090, 0.033], [-0.083, 0.098, 0.064], [-0.052, 0.122, 0.035], [-0.015, -0.018, 0.152], [-0.020, -0.078, -0.165], [-0.048, -0.040, 0.147], [0.041, -0.167, 0.013], [0.018, 0.002, -0.166], [-0.072, 0.024, 0.021], [0.138, -0.027, 0.071], [0.069, -0.119, -0.026]], "nbo_charge": [-0.733, -0.774, -0.612, -0.419, -0.606, 0.107, 0.153, 0.276, 0.199, 0.172, 0.202, 0.198, 0.236, 0.208, 0.490, 0.222, 0.282, 0.205, 0.193], "total_charge": 0, "lumo_energy_ev": 0.05, "e_homo_ev": -8.681, "relative_energy_kcal_mol": 82.43, "gap_ev": 8.728}

=====

{"formula": "C3H17N2O3", "method": "ωB97M-V/def2-TZVPD", "symbols": ["O", "O", "O", "N", "N", "C", "C", "C", "H", "H", "H", "H", "H", "H", "H", "H", "H", "H", "H", "H", "H", "H", "H", "H", "H"], "xyz": [[2.192495, 3.252101, -0.144946], [-2.649208, -2.724488, 0.237067], [-0.527371, 2.027346, 1.860498], [-0.868078, -0.635334, 0.510550], [2.086691, -0.256801, 0.322623], [-0.920297, -0.953868, -1.916546], [1.320680, -0.868362, -0.757675], [-0.158086, -0.320952, -0.800573], [2.615330, 4.110710, -0.127450], [1.287776, -1.942739, -0.739180], [1.726607, -0.331046, 1.261675], [-0.212656, 1.572485, 2.668763], [-3.128807, -2.914103, 1.051085], [-0.837508, -0.355302, -2.851495], [-2.002721, -0.987588, -1.886804], [1.795566, -0.470884, -1.691448], [-0.190680, -0.695753, 1.276413], [-0.573942, 2.932868, 2.217413], [-0.220256, 0.779011, -0.956715], [-1.439515, 0.286336, 0.649620], [1.291700, 3.341855, 0.181076], [-1.555966, -1.415043, 0.400759], [-2.452586, -3.452107, -0.358727], [-0.653404, -1.984264, -2.118374], [2.324720, 0.704175, 0.124145]], "atomic_forces_ev_per_a": [[0.078, -0.549, -0.197], [0.216, 1.115, -0.295], [0.238, 0.442, 0.461], [-1.083, 2.809, -1.530], [0.558, -0.603, -0.534], [-0.863, 0.224, -2.103], [-0.665, 2.997, -0.004], [0.273, -0.569, -0.064], [-0.142, 0.221, 0.097], [0.219, -0.479, 0.069], [-0.162, -0.147, 0.126], [-0.011, -0.535, -0.250], [0.026, -0.746, -0.252], [0.679, -0.480, 0.389], [-0.370, 0.200, 0.938], [-0.379, -0.825, 0.535], [-0.158, -0.277, 0.707], [-0.243, 0.035, -0.404], [0.529, -0.711, 0.529], [0.694, -1.612, 0.653], [0.014, 0.152, 0.144], [0.596, -0.046, 0.458], [-0.395, -0.513, 0.557], [0.456, -0.213, -0.072], [-0.105, 0.107, 0.041]], "nbo_charge": [-0.963, -1.025, -1.131, -0.964, -0.861, -0.658, -0.225, -0.106, 0.474, 0.194, 0.335, 0.386, 0.488, 0.228, 0.232, 0.211, 0.301, 0.456, 0.215, 0.401, 0.480, 0.446, 0.495, 0.208, 0.385], "s_squared": 0.750, "total_charge": 0, "lumo_energy_ev": [0.41, 0.36], "spin_multiplicity": 2, "e_homo_ev": [-2.880, -9.121], "relative_energy_kcal_mol": 11.27, "gap_ev": [3.290, 9.478]}

=====

{"formula": "C34H33N4", "method": "ωB97M-V/def2-TZVPD", "symbols": ["N", "N", "N", "N", "C", "C", "C", "C", "C", "C", "C", "C", "C", "C", "C", "C", "C", "C", "C", "C", "C", "C", "C", "C", "C", "C", "C", "C", "C", "C", "C", "C", "C", "C", "C", "C", "C", "C", "H", "H", "H", "H", "H", "H", "H", "H", "H", "H", "H", "H", "H", "H", "H", "H", "H", "H", "H", "H", "H", "H", "H", "H", "H", "H", "H", "H", "H", "H", "H", "H", "H"], "xyz": [[-2.198382, -0.426932, -1.711665], [-0.401031, 1.556603, -1.538405], [-1.082571, 2.151747, -2.564340], [0.759978, 2.129479, -1.422585], [-5.469275, -2.456788, 2.778481], [-2.170165, 0.046364, -3.074881], [2.245910, 0.412810, 3.081062], [2.621330, -4.734420, 3.226577], [2.062555, 2.655121, 2.202218], [4.331023, -3.219570, 2.420365], [4.256132, 4.627102, -1.675723], [3.360548, -2.242339, 2.205063], [0.771516, 0.837658, 1.218873], [3.968555, -4.478386, 2.918075], [-2.305775, -1.859393, -1.744061], [0.941401, -1.498662, 2.161776], [2.635251, 1.748068, 3.096110], [1.647713, -3.757117, 3.009746], [-3.181737, -2.978177, 2.139948], [3.796529, 4.845979, -4.053666], [3.058341, 3.931994, -1.510599], [-0.394348, -1.918509, 1.951398], [2.157936, 3.774616, -2.590762], [-1.521962, -1.117184, 1.824188], [-3.914113, -0.667011, 2.270311], [-3.103219, -2.160484, -3.050391], [0.884123, 3.106760, -2.377492], [1.305559, -0.086866, 2.144444], [4.625904, 5.091945, -2.949329], [-5.183540, -1.087359, 2.649173], [-2.298161, 1.555465, -3.125577], [-0.312548, 3.153051, -3.074920], [-2.868618, -1.597390, 2.036348], [2.574252, 4.195930, -3.882326], [1.982043, -2.491933, 2.466359], [1.114465, 2.184100, 1.290077], [-3.283664, -0.788278, -3.728117], [-4.461010, -3.394488, 2.506202], [-2.806299, -2.244257, -0.851032], [-1.405717, -0.036981, 1.822263], [2.686575, -0.273782, 3.805869], [5.382863, -3.000430, 2.218987], [3.384117, 2.076734, 3.813287], [0.611845, -3.962186, 3.293544], [-3.685668, 0.397239, 2.189624], [2.340253, 3.708629, 2.183414], [4.898169, 4.802514, -0.811228], [-2.542011, -2.859681, -3.680394], [-3.228919, -0.798845, -4.822309], [4.726319, -5.247573, 3.069358], [-1.289852, -2.300860, -1.786207], [-4.663941, -4.462903, 2.599086], [-2.382844, 1.917636, -4.158782], [0.119551, 0.499619, 0.417557], [-6.466278, -2.795286, 3.068195], [-2.398914, -3.721755, 1.969567], [2.334044, -5.695444, 3.655319], [1.929185, 3.984188, -4.738176], [-3.184290, 1.853106, -2.538308], [-0.551051, -2.994912, 1.987261], [-5.960545, -0.353905, 2.865544], [-4.079516, -2.598196, -2.825617], [2.794454, 3.505325, -0.537794], [-4.261317, -0.372748, -3.430917], [-1.198421, -0.219007, -3.563871], [-0.609629, 3.797795, -3.884027], [3.671984, -1.266561, 1.829452], [-1.443148, -0.056994, -1.149358], [4.109442, 5.170762, -5.047790], [5.563839, 5.630906, -3.080103], [0.654752, 2.874353, 0.595620]], "atomic_forces_ev_per_a": [[-0.767, 0.451, 0.622], [0.041, 0.950, -0.808], [1.311, 0.476, 0.565], [-0.661, 0.046, -1.302], [0.520, 0.268, -0.304], [0.597, -0.405, -0.472], [0.172, -0.152, 0.028], [0.058, 0.298, -0.049], [-0.359, -0.548, -0.112], [-0.206, -0.097, 0.142], [-0.114, -0.083, -0.508], [-0.218, 0.052, 0.042], [0.062, -0.103, 0.437], [-0.502, 0.358, -0.072], [0.326, -0.573, -0.357], [0.020, 0.334, -0.042], [-0.075, -0.109, -0.004], [0.148, -0.101, -0.091], [-0.126, 0.183, 0.178], [0.070, 0.023, 0.368], [-0.391, 0.169, -0.326], [-0.186, -0.143, -0.322], [1.485, 0.617, -0.334], [0.437, -0.342, 1.292], [0.403, -0.098, -0.012], [0.091, -0.125, 0.169], [-0.856, -0.785, 0.136], [0.433, 0.792, -0.098], [-0.350, -0.206, 0.164], [-0.102, -0.298, 0.072], [-0.447, 0.042, 0.184], [0.409, -0.556, 0.198], [-0.697, -0.389, -0.202], [-0.303, -0.112, 0.823], [0.353, -0.422, 0.139], [0.057, 0.120, 0.343], [-0.091, 0.481, 0.299], [0.266, 0.062, -0.052], [0.014, 0.012, -0.065], [-0.031, -0.119, -0.128], [-0.196, 0.234, -0.151], [-0.428, -0.043, -0.011], [-0.177, -0.070, -0.109], [0.432, -0.011, -0.075], [-0.137, -0.256, -0.003], [-0.029, -0.282, 0.151], [-0.108, -0.090, -0.305], [-0.195, 0.146, 0.089], [0.042, -0.100, 0.251], [-0.233, 0.219, -0.001], [-0.364, -0.234, -0.077], [0.019, 0.349, -0.045], [-0.024, -0.082, 0.328], [0.183, 0.106, 0.184], [0.346, 0.159, -0.060], [-0.414, 0.189, -0.002], [0.075, 0.294, -0.147], [0.211, 0.152, 0.214], [0.356, 0.028, -0.244], [0.019, 0.300, -0.077], [0.245, -0.175, -0.116], [0.215, -0.069, -0.076], [0.053, 0.285, -0.344], [0.321, -0.031, -0.172], [-0.360, 0.114, 0.040], [-0.169, -0.149, -0.043], [-0.162, -0.361, -0.042], [-0.085, -0.202, -0.248], [-0.124, -0.116, 0.305], [-0.240, -0.149, 0.016], [0.138, -0.122, 0.225]], "lowdin_charge": [-0.051, 0.029, -0.089, 0.057, -0.037, -0.373, -0.026, -0.050, -0.043, -0.049, -0.076, -0.007, -0.024, -0.040, -0.213, -0.035, -0.052, -0.010, -0.014, -0.080, -0.029, 0.000, -0.171, 0.057, -0.004, -0.147, -0.217, -0.167, -0.079, -0.053, -0.074, 0.025, -0.211, -0.029, -0.155, -0.076, -0.134, -0.054, 0.091, 0.118, 0.124, 0.118, 0.114, 0.115, 0.124, 0.117, 0.104, 0.107, 0.117, 0.117, 0.114, 0.115, 0.137, 0.079, 0.118, 0.113, 0.114, 0.110, 0.138, 0.094, 0.115, 0.104, 0.089, 0.120, 0.160, 0.132, 0.122, 0.059, 0.107, 0.104, 0.090], "total_charge": 1, "lumo_energy_ev": -5.21, "e_homo_ev": -10.513, "relative_energy_kcal_mol": 2.18, "gap_ev": 5.305}